1.
The following is a quantum chemistry calculation of a 2-piece molecular cluster, C7H6FO3S overall at a distorted geometry, from the Open Molecules 2025 dataset.

Summary:
LUMO level (spin up / spin down) (eV): 3.371 / 2.421
Gap between HOMO and LUMO (spin up / spin down) (eV): 7.8 / 5.4
Energy above the lowest of the compared OMol25 structures with the same formula, charge and spin (kcal per mole): 73.67
Electronic energy (Ha): -994.07023
E_HOMO (spin up / spin down) (eV): -4.39 / -3.03

Geometry as ORCA input:
```
! RIJCOSX wB97M-V def2-TZVPD def2/J DEFGRID3
* xyz -1 1
C -1.5532 -0.2299 -0.8266
C -0.3269 0.0536 -1.4496
C -1.5336 -0.4974 0.5455
C 0.7974 0.1421 -0.6821
C -0.3695 -0.6307 1.2814
C 0.8277 -0.1472 0.6978
C 1.9648 -0.0343 1.4882
O 1.5669 3.6283 3.2170
O 0.6606 3.6179 0.8777
O 3.1197 3.4898 1.2563
F 1.8170 -0.5017 2.8186
S 1.7444 3.2963 1.7575
H -2.3817 -0.2123 -1.4772
H -0.1348 0.2467 -2.5729
H -2.4243 -0.7980 1.0105
H 1.7665 0.4425 -1.2505
H -0.5965 -0.9734 2.2349
H 2.7775 0.5723 1.4894
*
```

2.
The following is a quantum chemistry calculation of an isolated ion of composition C7H6IN4OS and charge -1 at a distorted geometry, from the Open Molecules 2025 dataset.

Summary:
LUMO level (spin up / spin down) (eV): 2.531 / 2.441
Gap between HOMO and LUMO (spin up / spin down) (eV): 6.8 / 6.7
Electronic energy (Ha): -1260.37202
E_HOMO (spin up / spin down) (eV): -4.27 / -4.30

Geometry as ORCA input:
```
! RIJCOSX wB97M-V def2-TZVPD def2/J DEFGRID3
* xyz -1 1
C -0.8872 -2.1074 1.0158
C -0.8500 -0.6884 1.1712
C -0.2276 -2.6907 -0.0649
C 0.5977 -0.4930 -0.8183
C -0.1874 0.0814 0.1978
C 0.5016 -1.9020 -0.9019
C -0.2126 2.3337 1.1815
N -0.3877 3.6258 0.6494
N -0.3438 1.4503 0.2262
N -0.6062 3.6497 -0.6221
N 1.1663 -2.6007 -1.8610
O 1.9528 -2.1335 -2.7610
S 0.3041 2.3311 2.7848
I 0.5465 5.2029 -1.6490
H -1.4545 -2.8745 1.6833
H -1.6752 -0.3253 1.8619
H -0.4572 -3.8005 -0.2299
H 1.1589 0.2042 -1.4377
H -0.1230 4.4171 1.3730
H 1.1848 -3.6802 -1.7987
*
```

3.
The following is a quantum chemistry calculation of C7H6INO3 as an isolated structure at a distorted geometry, from the Open Molecules 2025 dataset.

Summary:
LUMO level (spin up / spin down) (eV): -1.860 / -1.859
Gap between HOMO and LUMO (spin up / spin down) (eV): 6.6 / 6.6
Energy above the lowest of the compared OMol25 structures with the same formula, charge and spin (kcal per mole): 0.00
Electronic energy (Ha): -848.33005
E_HOMO (spin up / spin down) (eV): -8.42 / -8.42

Geometry as ORCA input:
```
! RIJCOSX wB97M-V def2-TZVPD def2/J DEFGRID3
* xyz 0 1
C -0.3293 1.7114 0.1869
C 0.3112 1.0810 1.3092
C -0.9878 0.9435 -0.6860
C 0.6748 -0.1972 1.1853
C -1.0273 -0.5108 -0.6211
C 0.1362 -0.9759 0.1088
C 0.6014 -2.2362 -0.1880
N 1.7183 -2.8400 0.3497
O 2.3782 -2.2476 1.1902
O 1.9731 -3.9648 -0.1288
O 0.0102 -3.0436 -1.1254
I -3.0454 -0.7790 0.2566
H -0.2480 2.7068 0.2342
H 0.6292 1.5181 2.1818
H -1.4984 1.5324 -1.3467
H 1.2292 -0.5687 1.9995
H -1.0473 -0.9454 -1.5247
H 0.4429 -3.8527 -1.2271
*
```

4.
The following is a quantum chemistry calculation of a 2-piece molecular cluster, C7H6N2O3 overall at a distorted geometry, from the Open Molecules 2025 dataset.

Summary:
LUMO level (eV): -0.658
Gap between HOMO and LUMO (eV): 8.4
Energy above the lowest of the compared OMol25 structures with the same formula, charge and spin (kcal per mole): 135.19
Electronic energy (Ha): -605.37902
E_HOMO (eV): -9.06

Geometry as ORCA input:
```
! RIJCOSX wB97M-V def2-TZVPD def2/J DEFGRID3
* xyz 0 1
C 1.4982 -0.9259 1.0613
C 1.1793 -2.0239 1.4406
C -0.3243 1.1556 0.0327
C -0.7625 0.1984 -0.8409
C -0.8663 0.7388 -2.2315
C 0.0521 1.0147 1.4682
C -0.8774 -1.1600 -0.3993
N 1.2628 2.6843 2.6522
N 0.6508 1.9583 2.0207
O -1.1534 1.8487 -2.5579
O -0.5580 -0.0743 -3.1869
O -0.6044 -2.1560 -1.0706
H 1.9497 -0.1087 0.5432
H 0.6749 -2.8391 1.8536
H -0.1806 2.0812 -0.4765
H -0.1485 0.1086 2.0612
H -1.2359 -1.4924 0.6333
H -0.5568 -1.0082 -3.0035
*
```

5.
The following is a quantum chemistry calculation of the molecule C7H6N2O3 at a distorted geometry, from the Open Molecules 2025 dataset.

Summary:
LUMO level (eV): -0.009
Structure (SMILES): O=Cc1cncn1C1OC=CO1
Gap between HOMO and LUMO (eV): 9.2
Energy above the lowest of the compared OMol25 structures with the same formula, charge and spin (kcal per mole): 66.84
Electronic energy (Ha): -605.48793
E_HOMO (eV): -9.24

Geometry as ORCA input:
```
! RIJCOSX wB97M-V def2-TZVPD def2/J DEFGRID3
* xyz 0 1
O -1.2227 -3.4631 -1.1122
C -0.5268 -2.4604 -0.8260
C -0.4324 -1.8556 0.4751
C -0.3714 -2.4137 1.8018
N -0.0997 -1.4639 2.6633
C -0.0581 -0.3526 2.0424
N -0.2215 -0.5023 0.6836
C -0.6469 0.4918 -0.2511
O 0.0214 0.3261 -1.4916
C 0.9309 1.3618 -1.5611
C 0.7305 2.1967 -0.5834
O -0.3144 1.7891 0.2288
H 0.0199 -1.8734 -1.6811
H -0.2207 -3.3521 2.2158
H 0.1223 0.5712 2.5851
H -1.6651 0.3529 -0.4202
H 1.6431 1.2936 -2.3485
H 1.3637 3.0672 -0.1937
*
```

6.
The following is a quantum chemistry calculation of C7H6N2O3S as an isolated structure at a distorted geometry, from the Open Molecules 2025 dataset.

Summary:
LUMO level (eV): 0.066
Gap between HOMO and LUMO (eV): 9.5
Energy above the lowest of the compared OMol25 structures with the same formula, charge and spin (kcal per mole): 0.83
Electronic energy (Ha): -1003.75824
E_HOMO (eV): -9.42

Geometry as ORCA input:
```
! RIJCOSX wB97M-V def2-TZVPD def2/J DEFGRID3
* xyz 0 1
O 2.4779 0.2303 1.1820
O -0.8178 -0.2760 2.9083
O -1.7938 1.8270 2.3823
C 1.2609 0.2711 1.0689
C -2.1432 -1.0107 -2.0734
C -3.1290 -0.4060 -1.2951
C -0.8401 -1.1253 -1.5981
C -2.8394 0.1508 -0.0556
C -0.5160 -0.5671 -0.3728
C -1.5077 0.1010 0.3592
N 0.7799 -0.6007 0.1092
N 0.5770 1.3110 1.5703
S -0.9481 0.7621 1.8957
H -2.4364 -1.4948 -3.0318
H -4.1679 -0.4652 -1.6916
H -0.0708 -1.5944 -2.2194
H -3.6099 0.5712 0.5707
H 1.4799 -1.0988 -0.4177
H 1.0023 1.6744 2.4254
*
```